Molecular formula: C16H22N4O4S
Method: DFT, ωB97M-V/def2-TZVPD

Output
Frontier orbital gap (eV): 8.81
Max |F| (eV/A): 1.4
SMILES: COCCCn1c(SCC(=O)N2CCOCC2)nnc1-c1ccco1
Calculated total energy (hartree): -1541.0227
ΔE to the lowest compared entry with this formula, charge and spin (kJ/mol): 86.6

CARTESIAN COORDINATES (ANGSTROEM)
C -2.0278 -4.0312 -1.6802
H -1.4110 -4.7088 -1.0756
O -3.1178 -3.5436 -0.9325
C -2.7595 -2.8650 0.2440
C -2.1633 -1.4770 -0.0122
H -1.2431 -1.5685 -0.5943
H -2.8715 -0.8941 -0.6019
C -1.8517 -0.7558 1.3012
N -0.9114 0.3112 1.0883
C 0.4303 0.2823 1.3430
N 1.0005 1.3848 0.9436
N 0.0623 2.1576 0.4026
C -1.0893 1.5220 0.4815
C -2.3232 2.0733 0.0096
C -2.5387 3.2745 -0.6200
C -3.9262 3.3433 -0.8619
C -4.4535 2.1891 -0.3659
O -3.4954 1.4143 0.1639
H -5.4573 1.8142 -0.3304
H -4.4589 4.1396 -1.3390
H -1.7864 3.9939 -0.8644
S 1.2554 -1.0425 2.1334
C 1.5366 -2.1202 0.6674
H 0.6683 -2.7693 0.5497
C 1.6850 -1.2915 -0.5972
O 0.7678 -1.2771 -1.4060
N 2.8251 -0.6140 -0.7792
C 3.9493 -0.5169 0.1266
H 3.7640 -1.0520 1.0543
C 4.2148 0.9630 0.4456
O 4.4358 1.6999 -0.7334
C 3.2937 1.6478 -1.5595
C 2.9930 0.2028 -1.9684
H 2.0759 0.1463 -2.5547
H 3.8310 -0.1974 -2.5506
H 3.5191 2.2513 -2.4398
H 2.4283 2.0683 -1.0302
H 5.1190 1.0606 1.0483
H 3.3509 1.3716 0.9882
H 4.8297 -0.9430 -0.3711
H 2.4146 -2.7228 0.8905
H -1.3934 -1.4478 2.0159
H -2.7617 -0.3446 1.7447
H -3.6885 -2.7694 0.8142
H -2.0514 -3.4732 0.8315
H -1.3955 -3.2268 -2.0680
H -2.4563 -4.5832 -2.5141